85
Properties=species:S:1:pos:R:3:forces:R:3 method="wB97M-V/def2-TZVPD" lumo_energy_ha="-0.144 / -0.144" gap_ev="5.430 / 5.720" total_charge=+1 spin_multiplicity=3 max_force_ha_per_bohr=0.012 e_tot_ev=-104915.35570 s_squared=2.28
W -0.2846 0.2525 0.6631 0.31 -0.09 0.08
C 1.1840 2.9561 1.9744 -0.03 0.00 0.06
N 1.1103 2.3247 0.6253 -0.09 -0.01 -0.04
C 0.3062 3.2033 -0.2616 0.01 0.04 -0.01
C -1.1700 3.1016 -0.0039 -0.01 -0.01 0.03
N -1.6930 1.7516 -0.3861 -0.04 0.00 -0.08
C -1.7175 1.6199 -1.8636 -0.01 0.00 -0.01
C -3.0574 1.6852 0.1760 0.02 0.01 -0.02
C -4.1825 1.9747 -0.5782 0.01 -0.01 0.00
C -5.4319 1.9761 0.0265 0.00 -0.01 0.02
C -5.5477 1.7031 1.3804 0.00 0.00 -0.01
C -4.4183 1.4199 2.1310 0.01 0.00 0.00
C -3.1626 1.4034 1.5342 -0.03 0.00 0.00
S -1.7235 1.0192 2.4621 0.10 0.02 0.05
C 2.4830 2.1923 0.1068 0.02 0.00 -0.07
C 2.9147 3.0064 -0.9438 -0.06 -0.03 0.02
C 4.1671 2.8762 -1.5187 0.01 0.00 0.01
C 5.0278 1.8899 -1.0721 0.00 0.00 0.00
C 4.6331 1.0938 -0.0164 0.03 0.01 0.01
C 3.4026 1.2637 0.6359 -0.01 -0.05 0.06
S 3.2701 0.3563 2.1226 -0.26 -0.08 -0.03
H 1.6087 3.9587 1.8784 0.00 0.00 0.00
H 1.8300 2.3590 2.6118 -0.01 0.01 0.00
H 0.1918 3.0023 2.4156 0.00 0.02 -0.01
H 0.5053 2.9182 -1.2921 -0.01 0.01 0.00
H 0.6165 4.2456 -0.1418 0.00 -0.01 0.00
H -1.6993 3.8581 -0.5898 0.01 -0.01 0.00
H -1.4079 3.2601 1.0453 0.01 0.01 -0.01
H -2.1419 2.5125 -2.3268 -0.01 -0.01 0.00
H -2.3065 0.7485 -2.1346 0.01 0.00 0.00
H -0.7121 1.4782 -2.2406 0.00 0.01 0.00
H -4.1147 2.1872 -1.6349 0.00 0.00 0.00
H -6.3108 2.1891 -0.5661 0.00 0.00 0.00
H -6.5206 1.7015 1.8531 0.00 0.00 0.00
H -4.5014 1.1906 3.1853 0.01 0.00 0.00
H 2.2789 3.7798 -1.3410 0.01 0.02 0.00
H 4.4550 3.5429 -2.3202 0.00 0.00 0.00
H 6.0013 1.7528 -1.5236 0.00 0.00 0.00
H 5.3023 0.3352 0.3707 -0.01 0.00 0.00
C 4.0255 -2.4493 -1.6915 -0.01 -0.03 -0.01
N 2.9776 -1.4470 -1.6073 0.01 0.05 0.02
C 2.7090 -0.4839 -2.5404 -0.05 0.00 -0.01
C 1.6169 0.1843 -2.0915 0.00 0.01 -0.08
N 1.2010 -0.3634 -0.9012 0.02 -0.01 0.22
C 2.0489 -1.3530 -0.6403 0.02 -0.08 -0.07
P 2.0062 -2.4927 0.7609 0.09 0.02 0.07
C 1.2553 -3.8567 -0.1703 -0.05 0.01 0.05
N 0.6399 -3.7236 -1.3295 0.03 0.01 -0.02
C 0.4069 -4.9871 -1.7777 -0.04 -0.04 0.03
C 0.8924 -5.8999 -0.8801 -0.02 0.00 0.01
N 1.4450 -5.1799 0.1387 0.04 -0.02 -0.06
C 2.1464 -5.7618 1.2707 0.01 0.02 0.01
C 0.6727 -1.6016 1.7007 -0.10 -0.05 -0.59
N 1.0531 -0.3356 2.1604 -0.05 0.31 -0.04
C 0.6882 -0.2670 3.5042 0.14 -0.02 0.28
C 0.1605 -1.4555 3.8729 0.11 0.14 -0.04
N 0.1495 -2.2905 2.7999 -0.18 -0.17 0.25
C -0.0057 -3.7283 2.9106 0.09 0.04 0.03
H 4.8302 -2.0642 -2.3122 0.00 0.00 0.00
H 3.6340 -3.3685 -2.1274 0.00 0.00 0.01
H 4.4139 -2.6504 -0.6938 0.00 0.00 -0.01
H 3.3077 -0.3605 -3.4250 0.00 0.01 -0.01
H 1.1339 1.0225 -2.5568 -0.01 0.01 0.01
H -0.0990 -5.1759 -2.7092 -0.01 0.00 -0.01
H 0.8996 -6.9767 -0.8796 0.00 0.00 -0.01
H 2.8073 -6.5502 0.9170 -0.01 0.00 0.00
H 1.4450 -6.1818 1.9911 0.00 0.00 -0.01
H 2.7494 -4.9982 1.7578 -0.01 0.00 0.00
H 0.7912 0.6475 4.0602 0.00 -0.03 0.03
H -0.2572 -1.7500 4.8215 -0.02 0.01 0.00
H -0.7561 -3.9425 3.6699 0.02 0.01 0.01
H 0.9367 -4.1945 3.2076 -0.01 -0.03 0.00
H -0.3441 -4.1381 1.9618 0.02 -0.01 0.00
F -3.4693 -6.3949 1.8905 -0.01 -0.01 0.00
C -3.1412 -5.2064 1.3949 0.00 0.02 -0.02
C -3.0998 -4.0942 2.2133 -0.04 0.02 -0.02
F -3.3769 -4.2132 3.5151 0.00 0.00 -0.01
C -2.7331 -2.8629 1.6966 -0.02 -0.07 -0.01
F -2.7224 -1.8298 2.5369 -0.04 0.03 0.05
C -2.3694 -2.6988 0.3670 -0.05 -0.01 0.00
S -1.9303 -1.1782 -0.3923 0.06 -0.01 -0.10
C -2.4846 -3.8267 -0.4490 0.01 0.03 -0.02
F -2.2902 -3.7245 -1.7612 0.03 0.00 0.00
C -2.8437 -5.0656 0.0487 0.01 0.00 0.05
F -2.9174 -6.1204 -0.7597 0.00 -0.01 -0.01